The following is a quantum chemistry calculation of a cluster of 4 separate species, C26H30FNO5 in total at a distorted geometry, from OMol25.

Its total energy is -1539.428016 hartree. Its SMILES is CO[C@@H](CC=O)COCC(=O)NC(=O)F.c1ccccc1.c1ccccc1.c1ccccc1. The net charge is 0.

Positions of all 63 atoms, in Å:
C  2.47761  0.67786  -1.37354
O  1.46737  0.28188  -2.33740
C  0.19587  -0.00616  -1.72289
C  0.20595  -1.22442  -0.68080
C  0.06390  -2.57407  -1.56845
O  -1.06813  -3.04175  -1.85716
C  -0.48466  1.34187  -1.12276
O  -1.88393  1.18073  -0.82313
C  -2.69546  1.17597  -2.02714
C  -3.26014  -0.33776  -2.17838
O  -3.54768  -0.87406  -3.26553
N  -3.36937  -1.09692  -0.90480
C  -4.53785  -0.68562  -0.11990
O  -5.66763  -0.78908  -0.60859
F  -4.32060  -0.14713  1.17752
H  2.09079  0.86927  -0.31979
H  3.20988  -0.21354  -1.28535
H  3.06673  1.56296  -1.79459
H  -0.50580  -0.32831  -2.58432
H  -0.70516  -1.21792  0.01917
H  1.16488  -1.33250  -0.07495
H  1.00042  -3.09473  -1.98165
H  0.04483  1.51480  -0.10933
H  -0.23254  2.26713  -1.75358
H  -3.51610  1.96456  -2.04350
H  -1.98227  1.35739  -2.90252
H  -3.32792  -2.11277  -1.06598
C  -3.19175  7.37940  -2.44186
C  -3.49214  6.83873  -1.19549
C  -3.03879  5.56689  -0.86048
C  -2.28804  4.83336  -1.77416
C  -1.99536  5.37030  -3.02406
C  -2.44560  6.64366  -3.35764
H  -3.53976  8.37369  -2.70021
H  -4.07964  7.40965  -0.48412
H  -3.27028  5.14681  0.11264
H  -1.93217  3.84268  -1.51216
H  -1.41484  4.79593  -3.73900
H  -2.21548  7.06317  -4.33117
C  0.88587  -5.38241  0.83390
C  0.73005  -6.55579  1.56473
C  1.83394  -7.15621  2.16183
C  3.09572  -6.58533  2.02462
C  3.25348  -5.41694  1.28624
C  2.14912  -4.81425  0.69210
H  0.02369  -4.91080  0.37388
H  -0.25305  -7.00247  1.66975
H  1.71138  -8.06937  2.73442
H  3.95589  -7.05196  2.49221
H  4.23822  -4.97484  1.17423
H  2.27221  -3.90137  0.11797
C  1.72064  0.09454  2.95811
C  2.73028  -0.85794  2.85849
C  3.93487  -0.66829  3.52817
C  4.13175  0.47654  4.29454
C  3.12553  1.43326  4.38668
C  1.91944  1.24203  3.72007
H  0.77852  -0.05682  2.44108
H  2.57769  -1.74990  2.25875
H  4.72058  -1.41256  3.45319
H  5.06974  0.62345  4.81882
H  3.28117  2.32864  4.97946
H  1.13412  1.98684  3.79383


The following is a quantum chemistry calculation of a cluster of 12 separate species, C36H66N6O24 in total at a distorted geometry, from OMol25.

Its total energy is -3545.651399 hartree. As for the energy above the lowest of the compared OMol25 structures with the same formula, charge and spin: 386.1 kJ/mol. Its SMILES is O=C1OCCO1.O=C1OCCO1.O=C1OCCO1.O=C1OCCO1.O=C1OCCO1.O=C1OCCO1.CN(C)C=O.CN(C)C=O.CN(C)C=O.CN(C)C=O.CN(C)C=O.CN(C)C=O. The net charge is 0.

Positions of all 132 atoms, in Å:
O  -8.95988  2.74652  12.64634
C  -9.90719  2.30497  13.25289
O  -10.51667  1.17685  12.96079
C  -11.78735  1.17452  13.62601
C  -11.75941  2.34835  14.59735
O  -10.43953  2.91360  14.31870
H  -12.44800  1.37187  12.77470
H  -11.90093  0.24317  14.20103
H  -11.79815  2.04556  15.67134
H  -12.54992  3.08009  14.45877
O  -11.25176  -1.86500  14.81916
C  -10.43974  -1.42325  15.63602
O  -10.26974  -0.13198  15.79731
C  -9.34731  0.17889  16.87423
C  -9.09524  -1.17917  17.45026
O  -9.61485  -2.09866  16.46354
H  -8.40961  0.63412  16.38886
H  -9.76993  0.85170  17.58491
H  -9.60916  -1.30320  18.39529
H  -8.05829  -1.49594  17.59305
O  -12.13644  6.06856  18.35873
C  -11.09487  5.56377  18.01226
O  -11.00299  4.37007  17.44072
C  -9.58214  4.09650  17.17979
C  -8.88151  5.24757  17.95504
O  -9.89606  6.17888  18.16327
H  -9.40477  3.14730  17.59173
H  -9.39769  4.14500  16.12282
H  -8.16892  5.82611  17.36119
H  -8.43856  4.98292  18.92367
O  -12.83276  0.42784  17.95163
C  -12.47874  1.32336  18.66806
O  -11.31966  1.26570  19.21099
C  -11.13244  2.42194  20.05151
C  -12.43023  3.18043  20.06011
O  -13.18730  2.44714  19.05800
H  -10.81902  2.21281  21.01846
H  -10.45316  3.06955  19.51601
H  -12.27745  4.19468  19.74033
H  -12.97634  3.22704  21.01317
O  -10.35128  5.35131  20.71859
C  -10.13914  6.30084  21.42643
O  -11.07305  7.12410  21.91640
C  -10.46660  7.97176  22.84528
C  -9.04383  7.93818  22.49561
O  -8.91630  6.71465  21.78109
H  -10.91611  9.00028  22.79239
H  -10.61060  7.48588  23.80345
H  -8.51257  7.96183  23.42725
H  -8.76173  8.74595  21.79491
O  -12.61130  0.07486  21.80037
C  -13.63739  0.56722  22.13511
O  -14.00184  0.66662  23.44636
C  -15.19906  1.48289  23.59738
C  -15.57361  1.83488  22.15300
O  -14.57091  1.16666  21.32368
H  -15.90873  0.85996  24.10581
H  -14.98472  2.50582  24.10744
H  -15.61051  2.92519  21.94018
H  -16.58444  1.37411  21.80243
C  -5.77242  1.56577  21.99833
N  -6.18154  1.37694  20.60943
C  -5.18655  0.97610  19.59172
C  -7.51922  1.35203  20.33612
O  -7.93465  1.09761  19.21125
H  -5.05140  2.36534  22.04261
H  -5.26605  0.67377  22.32529
H  -6.61042  1.81273  22.51864
H  -4.20466  0.82668  20.12209
H  -5.57383  0.05191  19.19823
H  -4.95054  1.67760  18.76649
H  -8.11717  1.76950  21.23469
C  -14.72136  7.68104  21.13723
N  -14.81504  6.84861  22.24900
C  -15.47648  7.18738  23.49337
C  -14.25519  5.61217  22.20350
O  -14.21939  4.86726  23.23393
H  -15.61260  8.27925  21.02207
H  -14.65479  7.16657  20.16915
H  -13.83466  8.27676  21.31573
H  -14.82267  6.93094  24.32700
H  -15.76969  8.25796  23.55975
H  -16.44342  6.62490  23.56915
H  -13.76035  5.28308  21.33527
C  -12.13557  -2.96424  22.99788
N  -11.61294  -2.16044  24.12156
C  -10.19758  -2.25415  24.31417
C  -12.42081  -1.42318  24.93134
O  -12.02849  -0.82035  25.95338
H  -11.62537  -2.80892  22.01268
H  -13.18327  -2.74570  22.85177
H  -11.97053  -4.03860  23.22068
H  -9.67764  -1.31267  23.95748
H  -10.00425  -2.30403  25.45562
H  -9.73961  -3.12929  23.84357
H  -13.47398  -1.36089  24.54823
C  -12.81612  3.46889  25.82221
N  -11.53939  3.53485  25.22237
C  -11.02368  4.85344  24.90116
C  -11.10794  2.51558  24.44546
O  -10.32441  2.67297  23.48821
H  -12.72367  3.82093  26.87336
H  -12.94354  2.38451  25.96999
H  -13.61179  3.93185  25.18443
H  -11.73720  5.38050  24.25937
H  -10.66307  5.32440  25.85921
H  -10.11864  4.77136  24.26402
H  -11.49581  1.57486  24.76663
C  -14.32113  -1.95137  13.39880
N  -14.84938  -0.85947  14.22539
C  -14.69310  -0.95200  15.65811
C  -15.05916  0.32874  13.66909
O  -15.27622  1.38327  14.24362
H  -14.69365  -2.93738  13.60874
H  -13.21070  -1.98931  13.47368
H  -14.51379  -1.74011  12.32695
H  -13.58797  -0.87161  15.86019
H  -15.23154  -0.15674  16.15189
H  -15.08075  -1.87401  16.08136
H  -14.96427  0.32631  12.56462
C  -15.54916  3.57211  16.31582
N  -15.73620  3.46067  17.72602
C  -16.29031  2.18230  18.24138
C  -15.21996  4.38791  18.55191
O  -15.42283  4.43466  19.77527
H  -14.53010  3.17250  16.08280
H  -15.50445  4.62679  15.99487
H  -16.41520  3.06980  15.90630
H  -15.63631  1.78359  18.96942
H  -17.25584  2.44751  18.71390
H  -16.35727  1.47057  17.43800
H  -14.75973  5.13269  18.00766


The following is a quantum chemistry calculation of a structure of composition C20H30CaF6O13 at a distorted geometry, from OMol25.

Its total energy is -3035.115474 hartree. As for the energy above the lowest of the compared OMol25 structures with the same formula, charge and spin: 281.1 kJ/mol. The net charge is 0.

Positions of all 70 atoms, in Å:
Ca  -0.60949  -21.00753  18.79439
C  1.50114  -23.12946  18.22673
O  1.22923  -22.31689  19.32639
O  0.37296  -22.86296  17.44938
C  2.87641  -22.84358  17.55566
F  2.92673  -21.65884  16.86972
F  3.91011  -22.94890  18.35931
F  3.09700  -23.79401  16.66973
C  2.05926  -22.59194  20.47644
C  1.46745  -21.78158  21.59959
H  0.45622  -22.12786  21.81317
H  1.94305  -21.82152  22.57954
H  1.23432  -20.75017  21.33511
H  3.12390  -22.35991  20.44800
H  1.95195  -23.58483  20.91318
H  1.51890  -24.13839  18.63885
C  -3.15630  -19.59752  19.84417
O  -3.08073  -20.62205  18.85368
O  -1.78303  -19.54383  20.23761
C  -3.86122  -18.23783  19.48012
F  -3.20845  -17.50408  18.49157
F  -5.08248  -18.45398  19.07260
F  -3.95381  -17.45221  20.52530
C  -4.27527  -21.31618  18.55507
C  -3.93045  -22.22863  17.35193
H  -3.01657  -22.81026  17.47298
H  -4.69856  -22.98485  17.18997
H  -3.90481  -21.63416  16.43867
H  -5.18046  -20.76580  18.29853
H  -4.52623  -21.96160  19.39683
H  -3.75119  -19.98362  20.67190
C  -0.21634  -16.40603  14.51412
C  -1.41366  -16.74007  15.39099
C  -2.48954  -17.57255  14.67593
O  -2.07440  -18.87367  14.95567
C  -1.30829  -18.85018  16.04566
O  -0.97583  -19.85680  16.61529
O  -0.92806  -17.58018  16.40745
H  0.69357  -16.43614  15.11350
H  -0.19035  -15.38812  14.12514
H  -0.00957  -17.12988  13.72584
H  -1.81759  -15.81954  15.81239
H  -2.45447  -17.21081  13.64830
H  -3.48082  -17.37668  15.08470
C  -0.27951  -26.91034  18.83060
C  -1.24201  -26.28407  19.84394
C  -0.70302  -25.82506  21.20926
O  -0.72980  -24.43624  21.30289
C  -1.38170  -23.99038  20.27450
O  -1.62245  -22.78453  20.06609
O  -1.65945  -24.99709  19.41414
H  -0.73470  -26.93931  17.84062
H  -0.06478  -27.96067  19.02760
H  0.67338  -26.39247  18.93971
H  -2.12332  -26.89441  20.04114
H  0.31288  -26.16536  21.40987
H  -1.34137  -26.21515  22.00201
C  5.40758  -18.07279  17.46564
C  3.95053  -17.59242  17.61099
C  3.05510  -17.89117  16.47158
O  1.99955  -18.64707  17.06095
C  2.18554  -18.80170  18.34056
O  1.41333  -19.53977  18.99755
O  3.42970  -18.38132  18.63459
H  5.94732  -17.39764  16.80161
H  5.48077  -19.12736  17.19988
H  5.98770  -17.95521  18.38092
H  3.89936  -16.51588  17.77387
H  3.52396  -18.46299  15.67078
H  2.88137  -16.88605  16.08732


The following is a quantum chemistry calculation of a structure of composition C41H14Cl2F21GeN3O10S3Sn, from OMol25.

Its total energy is -8990.916809 hartree. The net charge is -2.

Positions of all 96 atoms, in Å:
Sn  -1.10150  2.12031  0.83989
F  -3.94508  3.83810  2.29082
C  -3.51272  4.56918  3.30757
F  -4.11439  5.77369  3.27665
F  -3.86910  3.95521  4.44435
S  -1.66751  4.85638  3.35707
O  -1.05953  3.57605  3.05235
O  -1.50304  5.36504  4.68151
N  -1.34240  5.98897  2.30678
S  -1.30439  5.74788  0.74449
O  -1.90159  4.48076  0.35118
O  -0.09513  6.17587  0.13207
C  -2.56311  6.98511  0.15854
F  -2.39041  7.21823  -1.14666
F  -3.80234  6.51986  0.34291
F  -2.43665  8.14489  0.81569
O  -1.31875  1.88478  -1.62515
C  -2.17588  1.48521  -2.40195
C  -3.42049  0.82666  -2.10108
C  -4.10994  0.25444  -3.16040
C  -5.28528  -0.43507  -2.96074
C  -5.80593  -0.57311  -1.64798
C  -5.17017  0.00098  -0.59636
C  -3.94244  0.74728  -0.75204
O  -3.39896  1.30831  0.22416
N  -5.98057  -1.00911  -4.07588
O  -5.54534  -0.82172  -5.21038
O  -6.99342  -1.67054  -3.86056
H  -1.98635  1.61223  -3.48477
H  -3.70777  0.32602  -4.16517
H  -6.71506  -1.14139  -1.51604
H  -5.55692  -0.08864  0.41189
F  1.22526  -0.02420  3.49833
C  1.84560  -1.14703  3.86143
C  1.50268  -2.36080  3.28912
C  2.13696  -3.48671  3.77861
F  1.79822  -4.69892  3.31140
C  3.11628  -3.42148  4.74561
F  3.72523  -4.52611  5.19198
C  3.46801  -2.19039  5.26430
F  4.41900  -2.11324  6.19307
C  2.82331  -1.04751  4.83611
F  3.14724  0.12875  5.37403
Ge  0.12287  -2.51537  1.84257
S  -1.08981  -0.90575  1.19385
C  -1.12349  -3.80382  2.78811
C  -1.67783  -3.33048  3.96931
F  -1.17833  -2.22603  4.54180
C  -2.73368  -3.94695  4.60866
F  -3.23903  -3.46130  5.74593
C  -3.27193  -5.09207  4.05798
F  -4.29016  -5.70730  4.65815
C  -2.73849  -5.61066  2.89747
F  -3.24632  -6.73814  2.38680
C  -1.67990  -4.96600  2.28455
F  -1.17253  -5.55467  1.19343
C  0.97740  -3.60676  0.38274
C  2.29784  -4.01846  0.30603
F  3.15520  -3.76477  1.29845
C  2.78052  -4.76789  -0.75108
F  4.02490  -5.24888  -0.74297
C  1.95052  -5.05862  -1.81015
F  2.40792  -5.77686  -2.83495
C  0.63903  -4.63048  -1.79615
F  -0.16263  -4.92483  -2.82250
C  0.17313  -3.92841  -0.70442
F  -1.11530  -3.57228  -0.71705
Cl  2.69384  3.65171  -3.47370
C  1.95979  2.27961  -4.22009
C  1.37320  2.45756  -5.46354
C  0.69583  1.41814  -6.07585
C  0.60742  0.18923  -5.44518
C  1.20774  0.01271  -4.21356
Cl  1.17886  -1.55303  -3.47896
C  1.89746  1.04234  -3.55201
N  2.46200  0.78668  -2.30028
C  3.79039  1.03460  -1.94579
C  4.77954  0.93209  -2.92922
C  6.11517  1.11027  -2.61990
C  6.49187  1.36277  -1.31074
C  5.51363  1.44047  -0.33159
C  4.16189  1.28564  -0.61430
C  3.14288  1.46828  0.48187
C  2.28116  2.71079  0.16416
O  2.89725  3.72025  -0.13777
O  0.98871  2.66331  0.25827
H  1.44014  3.42996  -5.93467
H  0.24057  1.56530  -7.04720
H  0.10232  -0.64452  -5.91824
H  1.81942  0.46970  -1.58851
H  4.48078  0.70729  -3.94922
H  6.86281  1.02787  -3.40135
H  7.53679  1.49700  -1.05498
H  5.80057  1.65506  0.69361
H  3.67300  1.70720  1.40554
H  2.50944  0.59427  0.64986


| no. | orbital gap (Ha) |
| --- | --- |
| 1 | 0.364 |
| 2 | 0.328 |
| 3 | 0.294 |
| 4 | 0.272 |